{"formula": "H2N2O4S", "method": "ωB97M-V with the def2-TZVPD basis set", "de_lowest_kcal_mol": 28.1, "largest_force_ev_per_a": 3.7, "smiles": "NS(=O)(=O)ON=O", "orbital_gap_ev": 10.8038, "total_energy_ha": -809.73359, "elements": ["S", "O", "O", "O", "O", "N", "N", "H", "H"], "coordinates": [[0.48, 0.60, 0.08], [0.30, 1.52, 1.12], [0.90, 1.10, -1.22], [-3.10, -0.26, -0.44], [-1.04, -0.31, -0.06], [-2.10, 0.23, -0.79], [1.48, -0.60, 0.51], [0.96, -1.26, 1.08], [2.12, -1.02, -0.29]]}